No. 1
96
Properties=species:S:1:pos:R:3 method="wB97M-V/def2-TZVPD" charge=+2 spin_multiplicity=3 relative_energy_kj_mol=0.0 homo_energy_ev="-12.87 / -12.86"
W 0.7959 0.0556 -0.4894
C -0.9699 -3.8785 1.6515
O -0.8723 -2.5075 1.3729
C -1.5806 -1.6119 2.0867
C -2.6748 -1.8868 2.8810
C -3.3148 -0.9398 3.6707
C -2.9366 0.3991 3.6890
C -1.9606 0.6887 2.7720
C -1.2949 -0.2564 1.9406
N -0.2628 0.1302 1.1547
N 0.2385 1.3776 0.9923
C -0.5101 2.4848 0.4744
C -0.7316 2.4202 -0.8889
O -0.2793 1.2914 -1.5326
C -1.3897 3.4510 -1.5819
C -1.7243 4.5562 -0.8544
C -1.5021 4.7089 0.5198
C -1.8906 5.8150 1.3464
C -1.3899 5.9605 2.5950
C -0.5090 5.0199 3.1623
C -0.2370 3.8849 2.4498
C -0.8001 3.6845 1.1776
H -1.9537 -4.2496 1.4154
H -0.7827 -4.1177 2.7066
H -0.2155 -4.3210 0.9888
H -3.0580 -2.8863 2.9013
H -4.0692 -1.3573 4.2575
H -3.3413 1.2175 4.2324
H -1.7086 1.7312 2.6627
H -1.5071 3.3639 -2.6925
H -2.2050 5.4275 -1.3710
H -2.4301 6.6325 0.8723
H -1.6220 6.8664 3.1258
H -0.0625 5.1955 4.1082
H 0.4703 3.1241 2.7853
N 3.6631 -1.5079 -6.9688
C 4.2772 -1.4178 -5.7441
S 5.9046 -1.3585 -5.4967
C 3.3429 -1.2136 -4.5786
C 2.7488 -0.0019 -4.4212
C 1.9632 0.3311 -3.3326
N 1.8238 -0.5531 -2.3278
C 2.3900 -1.7866 -2.4861
C 3.1198 -2.1388 -3.5660
H 4.2815 -1.4424 -7.7459
H 2.6874 -1.4181 -7.0958
H 2.9018 0.6607 -5.2020
H 1.4116 1.2346 -3.3054
H 2.1806 -2.4998 -1.6866
H 3.5959 -3.1291 -3.5675
C 2.2476 2.0254 6.2699
C 2.5508 1.6137 4.8548
C 3.1191 2.4924 3.9274
C 3.3262 2.0666 2.6281
C 4.0463 3.0107 1.6549
C 2.9223 0.7750 2.2427
Se 3.0864 0.2410 0.3980
C 2.4090 -0.1164 3.1907
C 2.2180 -1.5786 2.9995
C 2.2916 0.3226 4.5234
H 1.1947 2.3095 6.3201
H 2.8047 2.8959 6.5191
H 2.3958 1.2100 6.9577
H 3.4736 3.4720 4.2099
H 3.5527 3.0162 0.7113
H 5.1002 2.6528 1.4595
H 4.0211 4.0435 2.0462
H 1.5188 -1.7944 2.1923
H 1.9171 -2.0696 3.9195
H 3.1404 -2.0863 2.7585
H 1.8272 -0.3639 5.2469
C -2.0844 -4.8345 -2.2925
C -0.7167 -4.1622 -2.2013
O -0.7720 -3.0390 -1.2003
P -0.9836 -1.4695 -1.5538
O -2.3353 -0.9999 -0.8532
C -3.5918 -1.7191 -0.9707
C -4.6912 -1.1439 -0.0618
O -0.9738 -1.3776 -3.1391
C -1.9133 -1.4082 -4.2478
C -1.1782 -1.3443 -5.5260
H -2.0759 -5.5630 -3.0971
H -2.7977 -4.0672 -2.6128
H -2.4392 -5.3093 -1.3822
H -0.4121 -3.8201 -3.1405
H 0.0425 -4.8187 -1.8358
H -3.4053 -2.7612 -0.7737
H -3.9074 -1.6587 -2.0022
H -4.3502 -1.1386 0.9615
H -5.6037 -1.7561 -0.0825
H -5.0005 -0.1434 -0.3147
H -2.5287 -0.5314 -4.1433
H -2.5041 -2.3069 -4.1144
H -0.5525 -0.4678 -5.4895
H -1.8851 -1.3133 -6.3640
H -0.5132 -2.2173 -5.6498

No. 2
103
Properties=species:S:1:pos:R:3 method="wB97M-V/def2-TZVPD" charge=-1 spin_multiplicity=3 relative_energy_kj_mol=88.8 homo_energy_ev="-4.65 / -5.82"
Ti -0.2785 0.4719 -0.5001
C 3.5380 -1.3738 -1.9190
C 3.2360 0.0671 -2.2170
N 3.9580 0.6807 -3.1501
C 3.6536 1.9427 -3.4488
C 2.6889 2.6970 -2.8119
C 2.4594 4.1063 -3.2994
O 3.5601 4.9724 -3.0314
C 1.9642 2.0981 -1.7544
C 1.1270 2.8490 -0.8746
N 0.5473 2.3003 0.2094
C -0.0441 3.0474 1.2065
C -0.5091 4.3654 1.0745
C -1.1540 5.0009 2.1200
C -1.3404 4.3608 3.3382
C -0.8636 3.0676 3.5110
C -0.2297 2.4400 2.4599
I 0.5188 0.4663 2.6689
C 2.2054 0.7105 -1.5305
O 1.4113 0.0066 -0.7021
H 4.4020 -1.6835 -2.5006
H 3.7470 -1.5027 -0.8551
H 2.6841 -2.0074 -2.1755
H 4.2302 2.3703 -4.2669
H 2.2601 4.0714 -4.3774
H 1.5992 4.5714 -2.8244
H 4.3591 4.5536 -3.3624
H 1.1208 3.9270 -0.9973
H -0.3822 4.8794 0.1308
H -1.5092 6.0143 1.9847
H -1.8449 4.8606 4.1538
H -0.9864 2.5621 4.4594
C -1.3517 -1.2534 -0.0391
H -1.3938 -1.4282 1.0400
H -0.9340 -2.1570 -0.4897
H -2.3788 -1.1535 -0.4069
O -6.0112 5.8149 -3.4580
S -6.8238 6.5217 -2.4889
O -8.2151 6.6754 -2.8521
O -6.1922 7.6933 -1.8982
C -6.7985 5.4315 -1.0009
N -7.7860 5.4470 -0.1101
C -7.5747 4.7399 0.9931
C -6.4259 3.9945 1.2123
C -5.4642 4.0200 0.2072
N -5.6614 4.7710 -0.8784
C -4.2209 3.2303 0.1878
C -3.3285 3.4235 -0.8757
C -2.2332 2.6092 -0.9943
N -1.9678 1.5944 -0.1479
C -2.7842 1.4550 0.9058
C -3.8900 2.2470 1.1188
H -8.3714 4.7715 1.7292
H -6.2940 3.4326 2.1273
H -3.5465 4.1973 -1.5991
H -1.5176 2.7662 -1.7921
H -2.5479 0.6525 1.5935
H -4.4995 2.0762 1.9952
N 1.5488 -2.6143 0.8296
C 1.7217 -3.9618 0.5868
C 1.0346 -4.5941 -0.4539
C 1.1826 -5.9534 -0.6694
C 2.0189 -6.6820 0.1562
C 2.7095 -6.0821 1.1966
C 2.5507 -4.7284 1.4167
S 2.3089 -8.4309 -0.1470
O 3.7332 -8.5580 -0.4408
O 1.4907 -8.8391 -1.2732
O 1.9663 -9.1553 1.0679
H 2.2048 -2.2034 1.4724
H 1.3250 -2.0240 0.0411
H 0.3823 -4.0136 -1.0955
H 0.6554 -6.4594 -1.4659
H 3.3644 -6.6785 1.8183
H 3.0739 -4.2435 2.2325
C -4.3407 2.3780 -5.6347
C -2.8481 2.3411 -5.9566
C -2.1537 1.0678 -5.4624
C -2.2509 0.9029 -3.9382
Ge -0.6126 0.1653 -3.0278
C -0.5613 -1.7956 -3.4851
C -0.6661 -2.1818 -4.9688
C 0.6750 -2.5074 -5.6265
C 1.5852 -1.2949 -5.8005
H -4.8036 3.2633 -6.0683
H -4.5097 2.4192 -4.5589
H -4.8375 1.4881 -6.0290
H -2.3609 3.2119 -5.5073
H -2.7108 2.4145 -7.0397
H -1.1031 1.1106 -5.7684
H -2.6067 0.2077 -5.9631
H -3.1119 0.2842 -3.6710
H -2.4516 1.8892 -3.5136
H 0.4767 0.8230 -3.9308
H -1.4228 -2.2097 -2.9514
H 0.3247 -2.2660 -3.0431
H -1.1496 -1.3818 -5.5317
H -1.3095 -3.0625 -5.0572
H 0.4730 -2.9466 -6.6082
H 1.1910 -3.2689 -5.0326
H 1.0912 -0.5274 -6.3994
H 2.5121 -1.5814 -6.3000
H 1.8459 -0.8561 -4.8367

No. 3
90
Properties=species:S:1:pos:R:3 method="wB97M-V/def2-TZVPD" charge=+1 spin_multiplicity=1 relative_energy_kj_mol=136.0 homo_energy_ev=-9.76
C -0.6181 1.0758 6.2807
O -1.5464 0.4346 5.3701
C -1.8599 1.0930 4.2161
C -2.9861 0.6266 3.5067
C -3.1854 1.0534 2.2131
C -2.3079 1.9834 1.6163
C -2.5715 2.3152 0.1693
C -1.8336 3.3789 -0.4241
S -2.1993 4.0544 -1.9657
C -2.2065 5.8558 -1.5656
C -0.5436 3.9403 -2.7348
O -3.4026 1.6361 -0.4787
C -1.2705 2.5402 2.3855
C -1.0520 2.1261 3.6947
H -0.7507 0.5236 7.2163
H 0.4160 0.9664 5.9113
H -0.8596 2.1371 6.4212
H -3.6393 -0.0871 4.0059
H -4.0418 0.6464 1.6735
H -1.0053 3.8615 0.0921
H -2.3354 6.4301 -2.4921
H -3.0328 6.0285 -0.8670
H -1.2584 6.1228 -1.0873
H -0.5821 4.4510 -3.7070
H 0.1922 4.4101 -2.0746
H -0.3171 2.8731 -2.8347
H -0.6317 3.3160 1.9598
H -0.2611 2.5568 4.3040
C -1.4901 -4.2048 3.1185
N -0.9213 -2.8929 2.8892
C -0.2170 -2.3365 4.0208
C -1.0522 -2.2253 1.7007
C -0.0648 -1.2907 1.2743
C -0.1947 -0.6448 0.0641
C -1.3727 -0.7926 -0.7183
C -1.4953 -0.0659 -1.9469
C -2.6122 -0.1190 -2.7547
C -2.7130 0.4107 -4.0555
C -4.0096 0.3751 -4.7310
C -5.2169 0.4844 -3.9976
C -6.4513 0.4432 -4.6354
C -6.5220 0.2341 -6.0351
N -7.7618 0.1965 -6.6856
C -8.2559 1.2952 -7.4864
C -8.6013 -0.9819 -6.7147
C -5.3236 0.0815 -6.7731
C -4.0961 0.2043 -6.1373
C -1.5606 0.9810 -4.7465
C -0.2738 0.4004 -4.7106
C 0.7830 0.9585 -5.4242
C 0.6139 2.1820 -6.1144
N 1.7032 2.8077 -6.7344
C 1.9021 2.7828 -8.1655
C 2.6346 3.6336 -5.9986
C -0.6709 2.7726 -6.1583
C -1.7362 2.1580 -5.5163
C -2.3698 -1.6920 -0.2597
C -2.1756 -2.4536 0.8680
H -1.7887 -4.6442 2.1615
H -0.7278 -4.8424 3.5948
H -2.3681 -4.1566 3.7848
H 0.2759 -1.4051 3.7343
H -0.9148 -2.1068 4.8414
H 0.5330 -3.0592 4.3825
H 0.8183 -1.1338 1.8931
H 0.6201 -0.0175 -0.3056
H -0.6485 0.5538 -2.2388
H -3.5186 -0.5777 -2.3713
H -5.1823 0.6648 -2.9201
H -7.3882 0.5989 -4.0886
H -7.5427 2.1237 -7.4345
H -8.3843 0.9815 -8.5343
H -9.2332 1.6275 -7.1020
H -8.1212 -1.7786 -6.1391
H -9.5919 -0.7632 -6.2874
H -8.7505 -1.3214 -7.7529
H -5.3879 -0.1416 -7.8397
H -3.1854 0.1278 -6.7303
H -0.1191 -0.5243 -4.1535
H 1.7573 0.4650 -5.4709
H 1.1263 2.1631 -8.6252
H 1.8591 3.7983 -8.5868
H 2.8903 2.3627 -8.4041
H 2.3512 3.6365 -4.9405
H 3.6590 3.2475 -6.1043
H 2.6220 4.6659 -6.3841
H -0.7978 3.7313 -6.6665
H -2.7234 2.6199 -5.5683
H -3.3052 -1.7947 -0.8139
H -2.9066 -3.2094 1.1686

No. 4
89
Properties=species:S:1:pos:R:3 method="wB97M-V/def2-TZVPD" charge=+1 spin_multiplicity=1 homo_energy_ev=-9.48
C -7.1018 -3.1925 2.5633
N -6.6820 -1.9939 1.8772
C -7.7805 -1.2688 1.2941
C -5.3692 -1.6688 1.6860
C -4.9871 -0.4336 1.0724
C -3.6609 -0.0772 0.9427
C -2.6170 -0.9579 1.3590
C -1.2359 -0.6190 1.1986
C -0.1775 -1.4855 1.4324
C 1.1820 -1.1114 1.5743
C 2.2143 -2.1443 1.5873
C 1.9366 -3.4745 1.1693
C 2.8452 -4.4998 1.3394
C 4.1724 -4.2279 1.7514
N 5.1218 -5.2247 1.8134
C 6.4961 -5.0140 1.4128
C 4.8535 -6.5423 2.3442
C 4.5011 -2.8849 2.0857
C 3.5215 -1.9058 2.0953
C 1.5501 0.2983 1.6571
C 0.7477 1.2501 2.3201
C 1.0393 2.6019 2.2729
C 2.3223 3.0192 1.8423
N 2.7086 4.3511 1.9309
C 3.9707 4.7421 2.5338
C 1.9444 5.4094 1.2965
C 3.1987 2.0630 1.2796
C 2.7493 0.7723 1.0671
C -2.9980 -2.1713 1.9930
C -4.3293 -2.5145 2.1650
H -6.4883 -3.4033 3.4485
H -8.1458 -3.0420 2.8684
H -7.0602 -4.0736 1.8985
H -7.4390 -0.3488 0.8087
H -8.2945 -1.8973 0.5476
H -8.5059 -1.0239 2.0769
H -5.7399 0.2774 0.7476
H -3.3845 0.8765 0.4919
H -1.0323 0.3868 0.8428
H -0.3962 -2.5503 1.4481
H 0.9786 -3.6950 0.6938
H 2.5701 -5.5299 1.0861
H 6.6305 -4.0355 0.9381
H 7.1674 -5.0921 2.2814
H 6.7824 -5.7957 0.6912
H 3.8500 -6.6109 2.7675
H 4.9683 -7.3040 1.5629
H 5.5842 -6.7649 3.1348
H 5.5243 -2.6535 2.3918
H 3.7915 -0.9314 2.5096
H -0.1222 0.9118 2.8780
H 0.3385 3.3567 2.6326
H 4.3913 3.9059 3.1076
H 4.7000 5.0606 1.7714
H 3.7868 5.5875 3.2149
H 1.0217 4.9997 0.8656
H 1.6927 6.1872 2.0324
H 2.5348 5.8772 0.4891
H 4.1980 2.3827 0.9552
H 3.3524 0.0962 0.4575
H -2.2090 -2.8307 2.3381
H -4.5764 -3.4244 2.7002
C -0.0813 0.4370 -5.8565
C 0.2017 -0.1207 -4.4661
C -0.3398 0.7367 -3.3723
C -0.7920 2.0571 -3.6109
N -0.7003 2.6064 -4.8574
C 0.0581 1.9491 -5.9094
C -0.9262 4.0257 -5.0696
C -2.0412 4.5606 -4.1902
C -1.8460 4.1881 -2.7205
C -1.3140 2.8097 -2.5316
C -1.2595 2.2432 -1.2592
N -0.8165 1.0064 -1.0422
C -0.3579 0.2720 -2.0528
H 0.6049 -0.0049 -6.5833
H -1.0967 0.1590 -6.1511
H -0.2273 -1.1271 -4.3851
H 1.2876 -0.2301 -4.3324
H 1.1205 2.2516 -5.8510
H -0.3088 2.3301 -6.8700
H 0.0117 4.5836 -4.9015
H -1.1763 4.1683 -6.1260
H -2.0851 5.6487 -4.2974
H -2.9997 4.1587 -4.5327
H -1.1562 4.9107 -2.2552
H -2.8063 4.2884 -2.1948
H -1.5847 2.8248 -0.3942
H 0.0257 -0.7266 -1.8224

No. 5
101
Properties=species:S:1:pos:R:3 method="wB97M-V/def2-TZVPD" charge=+3 spin_multiplicity=4 homo_energy_ev="-15.76 / -16.35"
Mn 0.3977 -0.3676 0.5013
C 1.7478 -4.7656 5.4976
C 1.1573 -3.8411 4.4983
C 0.3879 -2.7460 4.9058
C -0.2296 -1.9235 3.9919
C -0.0986 -2.1330 2.6063
N -0.7891 -1.3222 1.7021
C -2.1042 -1.0963 1.9827
C -2.8370 -2.0591 2.7260
C -4.1344 -1.8533 3.1035
C -4.7847 -0.6480 2.8079
C -6.1610 -0.3891 3.2900
C -4.1004 0.2828 2.0268
C -2.8100 0.0636 1.5596
N -2.2095 1.0442 0.7442
C -2.8502 2.0588 0.1235
C -1.9011 2.8883 -0.4338
C -0.6815 2.2999 -0.1227
N -0.8747 1.1755 0.5778
C 0.7361 -3.1964 2.2001
C 1.3365 -4.0344 3.1292
N 0.9470 -3.3930 0.8288
C 1.1631 -4.5470 0.1754
C 1.4069 -4.2321 -1.1438
C 1.3287 -2.8436 -1.2083
N 1.0444 -2.3416 -0.0025
H 1.4512 -4.4783 6.5010
H 2.8354 -4.7715 5.4494
H 1.4208 -5.7870 5.3055
H 0.2608 -2.5577 5.9619
H -0.8498 -1.1009 4.3254
H -2.3468 -2.9850 2.9825
H -4.6605 -2.6211 3.6485
H -6.3527 -0.9075 4.2276
H -6.8843 -0.7732 2.5649
H -6.3535 0.6739 3.4129
H -4.6023 1.2116 1.8135
H -3.9150 2.1420 0.0918
H -2.0634 3.7826 -0.9987
H 0.3107 2.6533 -0.3591
H 1.9450 -4.8574 2.7833
H 1.1099 -5.4990 0.6627
H 1.6191 -4.9127 -1.9406
H 1.4538 -2.2098 -2.0702
C -0.0878 2.1712 3.3891
As 1.2536 0.9474 2.6599
C 2.0927 0.4473 4.3707
C 2.5952 2.1642 1.9266
C 2.9320 3.3617 2.5484
C 3.8565 4.2077 1.9508
C 4.4595 3.8616 0.7510
C 4.1560 2.6517 0.1434
C 3.2289 1.8036 0.7352
As 2.8013 0.0433 0.0229
C 3.9959 -0.2444 -1.5048
C 3.7831 -1.0824 1.2892
H 0.3069 2.6302 4.2994
H -1.0064 1.6398 3.6509
H -0.3303 2.9583 2.6741
H 2.5514 1.3623 4.7620
H 2.8670 -0.3131 4.2692
H 1.3383 0.0953 5.0782
H 2.4781 3.6476 3.4926
H 4.0984 5.1503 2.4173
H 5.1665 4.5340 0.2899
H 4.6470 2.3710 -0.7817
H 5.0196 -0.2759 -1.1168
H 3.9257 0.5179 -2.2818
H 3.7644 -1.2171 -1.9471
H 4.7048 -0.5710 1.5832
H 4.0505 -2.0267 0.8062
H 3.1848 -1.3024 2.1793
C -1.7189 3.2194 -7.9149
C -1.2958 3.8838 -6.6273
S -0.7938 2.6499 -5.3813
O 0.6179 2.3905 -5.5200
O -1.1997 3.0229 -4.0404
C -1.6270 1.0313 -5.6981
C -0.7519 -0.0597 -5.1078
N -0.8883 -0.2392 -3.6774
C -0.0253 0.1359 -2.7161
N -0.3967 -0.3576 -1.5262
C -1.5529 -1.0432 -1.7297
C -1.8742 -0.9727 -3.0586
N -3.0397 -1.5291 -3.6768
O -3.2209 -1.2890 -4.8449
O -3.7449 -2.1728 -2.9397
C 1.1137 1.0399 -2.9497
H -1.8242 3.9826 -8.6853
H -2.6836 2.7257 -7.8186
H -0.9679 2.5140 -8.2696
H -2.0834 4.4777 -6.1727
H -0.3937 4.4793 -6.7620
H -1.6858 0.8924 -6.7708
H -2.6216 1.0741 -5.2662
H 0.2859 0.1997 -5.3275
H -0.9968 -1.0105 -5.5900
H -2.1000 -1.5499 -0.9532
H 1.7559 0.7028 -3.7634
H 1.6932 1.1748 -2.0360
H 0.7211 2.0109 -3.2631